# 1
{"formula": "C30H29N7O8", "method": "ωB97M-V/def2-TZVPD", "elements": ["C", "C", "N", "H", "H", "H", "C", "C", "N", "H", "H", "H", "C", "C", "N", "H", "H", "H", "C", "C", "C", "C", "C", "C", "N", "O", "O", "H", "H", "H", "H", "H", "C", "C", "C", "C", "C", "C", "N", "O", "O", "H", "H", "H", "H", "H", "C", "C", "C", "C", "C", "C", "N", "O", "O", "H", "H", "H", "H", "H", "C", "C", "C", "C", "C", "C", "N", "O", "O", "H", "H", "H", "H", "H"], "positions_angstrom": [[5.45074, 1.95236, -4.32490], [4.61919, 2.77055, -3.45891], [3.96225, 3.41730, -2.77509], [6.42238, 2.42256, -4.46663], [5.02097, 1.89263, -5.32472], [5.49818, 0.97173, -3.85036], [5.84034, -2.98460, -2.23268], [5.20326, -1.67562, -2.17048], [4.66482, -0.66636, -2.08370], [5.82083, -3.43031, -1.23698], [6.88113, -2.95435, -2.54191], [5.24296, -3.60972, -2.89572], [0.23404, 4.29670, -2.80255], [-0.63839, 4.74010, -3.89460], [-1.35839, 5.06320, -4.72729], [0.64151, 5.21205, -2.36829], [1.10440, 3.81206, -3.24907], [-0.24555, 3.65844, -2.07157], [1.20971, 2.00443, -0.37250], [0.28184, 1.65211, 0.58694], [-0.07334, 0.29984, 0.66573], [0.52149, -0.64212, -0.14929], [1.41028, -0.26601, -1.17430], [1.73286, 1.06800, -1.25406], [0.11892, -2.03423, 0.03992], [-0.37743, -2.34152, 1.11269], [0.32429, -2.83527, -0.85380], [1.48085, 3.05514, -0.39777], [-0.19721, 2.31411, 1.29103], [-0.82232, 0.10027, 1.42006], [1.95654, -0.86718, -1.88728], [2.41448, 1.41557, -2.01866], [-5.46163, -4.33348, 1.47842], [-6.20370, -3.66200, 2.43893], [-5.77098, -2.50416, 3.04305], [-4.56681, -1.93732, 2.64405], [-3.79245, -2.58505, 1.67833], [-4.26222, -3.75247, 1.09032], [-3.96299, -0.77183, 3.28190], [-3.43161, 0.04858, 2.57479], [-4.11770, -0.66879, 4.48519], [-5.80101, -5.28131, 1.08823], [-7.17311, -4.02395, 2.76160], [-6.45535, -2.03057, 3.73413], [-2.84977, -2.14629, 1.37886], [-3.65350, -4.18530, 0.30638], [0.11319, -0.03216, -4.34778], [-0.26294, -1.33128, -3.97690], [0.64559, -2.37219, -4.06493], [1.92593, -2.12950, -4.54439], [2.27591, -0.87677, -4.97568], [1.40019, 0.18733, -4.82654], [2.98945, -3.16585, -4.47546], [2.78711, -4.07364, -3.70205], [3.97009, -3.01184, -5.16315], [-0.56883, 0.79799, -4.22688], [-1.23434, -1.55672, -3.56019], [0.43299, -3.32743, -3.60369], [3.28464, -0.69271, -5.32319], [1.69095, 1.19278, -5.09868], [-2.71422, 2.43364, 8.06229], [-2.72800, 1.17121, 7.47092], [-2.05531, 0.99512, 6.27628], [-1.52572, 2.06133, 5.59725], [-1.49779, 3.32889, 6.18358], [-2.08154, 3.49396, 7.43530], [-0.88363, 1.83612, 4.29722], [-0.28867, 2.79077, 3.81517], [-0.98550, 0.74816, 3.76934], [-3.26338, 2.58051, 8.98378], [-3.10944, 0.33362, 8.03706], [-2.01644, 0.00676, 5.83981], [-1.08169, 4.18156, 5.66844], [-2.06137, 4.45247, 7.93560]], "forces_ev_per_angstrom": [[-0.09, 0.06, -0.11], [-0.13, 0.35, -0.04], [-0.09, -0.03, -0.02], [0.13, -0.18, 0.32], [-0.23, -0.16, 0.11], [0.30, -0.05, -0.26], [-0.28, -0.28, 0.32], [0.25, -0.10, 0.09], [-0.04, 0.17, -0.20], [-0.09, 0.03, -0.02], [-0.07, 0.23, -0.24], [0.21, -0.11, -0.08], [0.66, 0.82, -0.86], [-0.32, -0.48, 0.39], [0.07, 0.07, -0.11], [-0.12, -0.18, 0.42], [-0.08, -0.28, 0.16], [-0.17, 0.03, -0.03], [-0.36, 0.89, 0.47], [-0.01, -1.45, -0.43], [-0.19, 0.87, 0.62], [0.03, 0.28, -0.73], [0.00, 0.17, 0.48], [0.12, 0.73, -0.02], [0.17, -0.56, 0.30], [-0.08, 0.18, -0.23], [0.06, 0.25, -0.19], [0.32, -0.13, -0.37], [0.22, 0.32, -0.09], [0.14, -0.71, -0.12], [-0.48, -0.75, 0.30], [0.12, -0.14, 0.06], [0.28, 0.55, 0.35], [-0.56, -0.44, 0.11], [-0.04, 0.88, 0.05], [0.67, -1.50, -0.58], [-0.51, 0.53, 0.10], [0.36, -0.10, -0.27], [-1.22, 0.23, 0.33], [0.38, 0.12, -0.28], [0.13, -0.01, 0.12], [-0.01, 0.06, -0.21], [0.08, -0.21, -0.12], [0.37, 0.17, 0.23], [0.03, -0.10, 0.01], [-0.01, -0.19, 0.10], [0.08, -0.66, 0.12], [0.21, 0.30, -0.22], [0.48, -0.36, 0.62], [-0.36, 0.07, 0.06], [0.86, 0.79, 0.01], [-0.61, -0.08, -0.19], [-1.35, 0.65, 0.03], [0.34, -0.46, 0.11], [0.53, -0.13, -0.10], [-0.06, -0.02, -0.01], [-0.08, 0.20, -0.03], [-0.13, -0.06, -0.25], [-0.04, -0.10, -0.05], [0.15, -0.03, -0.05], [-0.46, -0.45, -0.19], [0.79, 0.66, 0.62], [-0.64, -1.17, -0.31], [0.32, 0.67, 0.68], [-0.23, -0.05, -0.06], [-0.01, 0.02, -0.18], [0.10, 0.46, -0.20], [-0.15, -0.32, -0.03], [0.13, 0.17, 0.29], [0.23, 0.08, 0.12], [-0.23, -0.09, -0.28], [0.07, 0.08, -0.11], [0.17, -0.13, -0.07], [0.01, 0.10, -0.18]], "charge": 0, "homo_lumo_gap_ha": 0.332, "mol_weight_g_mol": 615.60, "e_homo_ev": -9.51, "de_lowest_ev": 0.267, "e_tot_ha": -2145.393005}

# 2
{"formula": "C2H6N4OS", "method": "ωB97M-V/def2-TZVPD", "elements": ["C", "C", "H", "H", "H", "H", "H", "H", "N", "N", "N", "N", "O", "S"], "positions_angstrom": [[-0.05418, 0.11790, 0.00050], [1.04978, -0.35792, -0.95690], [-0.45869, 0.67436, 2.76487], [-0.80142, -1.00294, 2.73609], [-1.42665, 1.42453, 0.51038], [-1.52100, 2.64432, -2.32153], [1.38370, -2.12662, 0.08547], [2.39210, -1.78561, -1.23460], [-0.96868, -0.16091, 2.11911], [0.07721, -0.43196, 1.13184], [-0.87379, 1.16646, -0.35959], [1.47648, -1.65025, -0.73168], [1.40992, 0.28962, -1.94455], [-1.68478, 1.19902, -1.79941]], "forces_ev_per_angstrom": [[1.66, 0.25, -0.98], [-0.53, 0.07, -1.76], [-1.92, -2.70, -1.93], [-0.60, 1.35, -0.58], [0.55, -0.34, -1.68], [0.15, -2.82, 1.30], [-0.60, -1.05, 2.81], [-1.58, -0.13, 0.73], [3.05, 1.70, 2.37], [-1.07, -0.49, 0.80], [-0.48, 0.33, 3.22], [2.48, 2.15, -3.99], [-0.34, -0.76, 1.89], [-0.77, 2.41, -2.20]], "charge": 0, "homo_lumo_gap_ha": 0.353, "mol_weight_g_mol": 134.16, "e_homo_ev": -8.96, "de_lowest_ev": 3.122, "e_tot_ha": -772.183522}